# 1
{"formula": "C4H8O", "method": "wB97M-V/def2-TZVPD", "elements": ["C", "C", "C", "C", "O", "H", "H", "H", "H", "H", "H", "H", "H"], "coordinates": [[1.2964, -0.5828, 0.3536], [-0.0041, -0.1105, -0.3214], [-0.3938, 1.3890, -0.3582], [-1.1421, -0.9289, 0.2688], [-0.9996, -2.0252, 0.7535], [2.1913, -0.1291, -0.0823], [1.3021, -0.4163, 1.4368], [1.3677, -1.6678, 0.2148], [0.0761, -0.4327, -1.3694], [-0.8397, 1.6377, -1.3299], [0.4465, 2.0741, -0.2115], [-1.1540, 1.6447, 0.3924], [-2.1468, -0.4522, 0.2527]], "mulliken_charge": [-1.34, 0.67, -1.25, -0.12, -0.48, 0.37, 0.33, 0.35, 0.16, 0.31, 0.34, 0.32, 0.34], "spin_multiplicity": 1, "smiles": "CC(C)C=O", "lumo_energy_ha": 0.0334}

# 2
{"formula": "CH2NP", "method": "wB97M-V/def2-TZVPD", "elements": ["C", "N", "P", "H", "H"], "coordinates": [[-0.0144, 0.2975, -0.0819], [0.3143, -0.4352, 1.0818], [-0.1629, -1.5562, -0.3206], [-0.9344, 0.8845, -0.0751], [0.7974, 0.8094, -0.6042]], "mulliken_charge": [-0.28, -0.33, 0.15, 0.23, 0.23], "spin_multiplicity": 1, "smiles": "C1N=P1", "lumo_energy_ha": [-0.0505, -0.0505]}

# 3
{"formula": "C2H2N3O3S3", "method": "wB97M-V/def2-TZVPD", "elements": ["C", "C", "N", "N", "N", "O", "O", "O", "S", "S", "S", "H", "H"], "coordinates": [[-3.7330, 0.5644, 1.0999], [-0.7723, 0.9755, -0.7404], [-3.9316, 0.5031, 2.2305], [0.2991, 0.2127, -0.5146], [-2.1278, 0.2314, -0.8831], [-0.8538, -1.7925, -1.3184], [-1.5456, -1.4305, 0.9513], [-3.2825, -2.0859, -0.6841], [-0.6682, 2.6203, -0.7108], [-3.6097, 0.8619, -0.5715], [-2.0024, -1.4445, -0.4576], [0.0531, -0.8059, -0.5424], [1.2109, 0.7513, -0.4802]], "mulliken_charge": [0.43, 0.16, -0.47, -0.28, -0.03, -0.73, -0.61, -0.63, -0.43, -0.05, 1.08, 0.33, 0.23], "spin_multiplicity": 1, "charge": -1, "lumo_energy_ha": 0.1152}

# 4
{"formula": "C18H17N3O2", "method": "wB97M-V/def2-TZVPD", "elements": ["C", "C", "C", "C", "C", "N", "C", "O", "C", "N", "C", "O", "C", "C", "N", "C", "C", "C", "C", "C", "C", "C", "C", "H", "H", "H", "H", "H", "H", "H", "H", "H", "H", "H", "H", "H", "H", "H", "H", "H"], "coordinates": [[2.7770, 5.5743, -3.5740], [1.9496, 4.4377, -3.0565], [0.7169, 4.1338, -3.6200], [-0.0343, 3.0734, -3.1523], [0.4345, 2.2869, -2.1039], [-0.3790, 1.2295, -1.6665], [-0.1260, 0.3013, -0.7076], [0.8727, 0.2314, -0.0330], [-1.2923, -0.6887, -0.5638], [-1.0315, -1.6493, 0.4821], [-0.7483, -2.9419, 0.0799], [-0.8048, -3.2630, -1.0974], [-0.4095, -3.8729, 1.1683], [-0.0853, -5.2694, 0.7683], [-0.3789, -3.5381, 2.4069], [-0.6642, -2.2527, 2.7658], [-0.6269, -1.9154, 4.1228], [-0.9007, -0.6307, 4.5256], [-1.2155, 0.3390, 3.5770], [-1.2611, 0.0314, 2.2350], [-0.9855, -1.2686, 1.8044], [1.6668, 2.5815, -1.5314], [2.4069, 3.6456, -2.0104], [3.5439, 5.1987, -4.2522], [3.2778, 6.0899, -2.7575], [2.1628, 6.2872, -4.1185], [0.3377, 4.7334, -4.4349], [-0.9923, 2.8519, -3.6030], [-1.2461, 1.1373, -2.1786], [-2.2318, -0.1600, -0.3771], [-1.3788, -1.2739, -1.4882], [0.7962, -5.2670, 0.1286], [0.0959, -5.8765, 1.6494], [-0.9053, -5.6822, 0.1830], [-0.3760, -2.6923, 4.8270], [-0.8695, -0.3686, 5.5720], [-1.4255, 1.3497, 3.8940], [-1.4945, 0.8093, 1.5257], [2.0385, 1.9787, -0.7205], [3.3632, 3.8648, -1.5584]], "mulliken_charge": [-1.38, 0.71, -0.80, -0.66, 0.82, -0.10, 0.91, -0.64, -1.70, 0.28, 0.49, -0.72, 0.74, -1.26, -0.64, 0.30, -0.39, -0.58, -0.80, -0.68, 1.08, -0.29, -0.85, 0.28, 0.36, 0.36, 0.34, 0.32, 0.19, 0.41, 0.55, 0.28, 0.36, 0.31, 0.46, 0.39, 0.39, 0.28, 0.52, 0.35], "spin_multiplicity": 1, "smiles": "Cc1ccc(NC(=O)Cn2c(=O)c(C)nc3ccccc32)cc1", "lumo_energy_ha": 0.0045}

# 5
{"formula": "C23H31N2", "method": "wB97M-V/def2-TZVPD", "elements": ["C", "C", "N", "C", "C", "C", "C", "H", "H", "H", "H", "H", "H", "H", "H", "H", "H", "H", "H", "H", "H", "H", "C", "N", "C", "C", "C", "C", "C", "C", "C", "C", "C", "C", "C", "C", "C", "C", "C", "C", "H", "H", "H", "H", "H", "H", "H", "H", "H", "H", "H", "H", "H", "H", "H", "H"], "coordinates": [[0.4512, 2.2594, 0.9442], [-0.5360, 1.9084, 2.0388], [-1.3059, 0.6682, 1.8699], [-2.1260, 0.6010, 0.6617], [-1.4650, 0.3485, -0.6851], [-0.6574, -0.5952, 2.2278], [0.8403, -0.5716, 2.4905], [0.8319, 3.2749, 1.0821], [1.3066, 1.5771, 0.9479], [-0.0009, 2.2283, -0.0413], [-0.0189, 1.8424, 3.0038], [-1.2877, 2.7082, 2.1486], [-2.8573, -0.2011, 0.8439], [-2.7117, 1.5295, 0.6506], [-2.2495, 0.1701, -1.4291], [-0.9025, 1.2165, -1.0170], [-0.7975, -0.5249, -0.6498], [-1.1962, -0.9536, 3.1262], [-0.8799, -1.3504, 1.4473], [1.1175, -1.5224, 2.9599], [1.4296, -0.4839, 1.5683], [1.1244, 0.2333, 3.1720], [-4.7652, 4.5579, 5.3782], [-4.5908, 3.1441, 5.1110], [-4.1348, 2.6303, 3.9382], [-4.3427, 1.2164, 3.9257], [-4.2017, 0.3890, 2.7956], [-4.2537, -1.0571, 2.8277], [-3.6189, -1.8017, 3.8603], [-3.8421, -3.1714, 3.9858], [-4.7139, -3.8395, 3.1184], [-5.0483, -5.2838, 3.3215], [-5.2249, -3.1484, 2.0145], [-4.9697, -1.7972, 1.8425], [-4.9458, 0.9015, 5.2365], [-5.6539, -0.1948, 5.7562], [-6.2865, -0.0813, 7.0132], [-6.3882, 1.1527, 7.6789], [-5.7986, 2.2881, 7.1057], [-5.0668, 2.1254, 5.9402], [-5.1105, 4.7238, 6.4017], [-3.8248, 5.0914, 5.2007], [-5.5187, 4.9533, 4.6854], [-3.7355, 3.2834, 3.1618], [-4.3728, 0.8610, 1.8176], [-2.9512, -1.2868, 4.5576], [-3.3456, -3.7425, 4.7784], [-5.6871, -5.6645, 2.5213], [-4.1652, -5.9295, 3.3826], [-5.5982, -5.4347, 4.2552], [-5.8304, -3.6903, 1.2853], [-5.3672, -1.2695, 0.9740], [-5.7088, -1.1314, 5.2024], [-6.7088, -0.9570, 7.4947], [-6.9499, 1.2526, 8.6125], [-5.9448, 3.2817, 7.5250]], "mulliken_charge": [-0.93, -0.70, 0.61, -0.37, -1.29, 0.28, -1.51, 0.44, 0.22, 0.12, 0.54, 0.14, -0.03, 0.37, 0.46, 0.36, 0.21, -0.25, 0.38, 0.47, 0.30, 0.32, -0.92, 0.14, -1.20, 0.41, -0.09, 0.74, -0.65, -0.83, 1.03, -1.45, -0.82, -0.67, 0.80, -0.09, -0.91, -0.65, -0.85, 0.34, 0.29, 0.33, 0.37, 0.50, 0.77, 0.62, 0.42, 0.36, 0.35, 0.32, 0.35, 0.44, 0.39, 0.41, 0.39, 0.21], "spin_multiplicity": 1, "charge": 1, "lumo_energy_ha": -0.1746}

# 6
{"formula": "C38H42LiN9O3PS2", "method": "wB97M-V/def2-TZVPD", "elements": ["Li", "S", "C", "N", "C", "C", "N", "C", "C", "C", "C", "C", "C", "C", "C", "S", "C", "C", "C", "C", "C", "C", "C", "H", "H", "H", "H", "H", "H", "H", "H", "H", "H", "H", "H", "H", "H", "H", "H", "H", "H", "N", "N", "C", "N", "N", "N", "O", "O", "H", "H", "H", "H", "H", "N", "C", "N", "O", "H", "H", "H", "H", "C", "C", "C", "C", "C", "C", "P", "C", "C", "C", "C", "C", "C", "C", "C", "C", "C", "C", "C", "H", "H", "H", "H", "H", "H", "H", "H", "H", "H", "H", "H", "H", "H", "H"], "coordinates": [[2.4553, 0.3014, -2.1138], [-0.3496, 0.6824, -2.3752], [-1.6340, -0.4456, -1.9283], [-2.3799, -1.3309, -2.6975], [-3.3421, -2.0525, -1.8571], [-3.8838, -1.2347, -0.6628], [-2.7924, -0.7368, 0.1487], [-2.9590, -0.4335, 1.5518], [-4.0427, 0.5871, 1.8125], [-5.2428, 0.2097, 2.4005], [-6.2575, 1.1362, 2.5992], [-6.0783, 2.4533, 2.2066], [-4.8808, 2.8401, 1.6185], [-3.8698, 1.9124, 1.4234], [-1.7985, -0.1995, -0.6202], [-0.6158, 1.0920, -0.3248], [-2.8598, -0.8621, -3.9959], [-4.0662, 0.0523, -3.9624], [-4.0752, 1.2066, -3.1792], [-5.1921, 2.0261, -3.1480], [-6.3122, 1.7111, -3.9053], [-6.3093, 0.5719, -4.6944], [-5.1924, -0.2525, -4.7177], [-2.8725, -2.9644, -1.4810], [-4.1875, -2.3369, -2.4843], [-4.5127, -1.8786, -0.0455], [-4.5082, -0.4174, -1.0416], [-1.9932, -0.0784, 1.9217], [-3.1777, -1.3508, 2.1049], [-5.3841, -0.8203, 2.7091], [-7.1873, 0.8275, 3.0588], [-6.8661, 3.1789, 2.3595], [-4.7334, 3.8687, 1.3153], [-2.9391, 2.2231, 0.9594], [-3.0946, -1.7431, -4.5976], [-2.0243, -0.3629, -4.4965], [-3.2028, 1.4719, -2.5940], [-5.1871, 2.9172, -2.5337], [-7.1829, 2.3527, -3.8794], [-7.1771, 0.3209, -5.2900], [-5.1979, -1.1477, -5.3297], [5.1029, 0.6942, -0.1727], [6.0338, 0.6569, -1.2094], [5.6373, 0.7860, -2.4898], [6.5732, 0.7149, -3.4323], [4.3300, 0.9948, -2.6670], [3.8519, 1.0401, -3.9249], [4.5224, 0.9458, -4.9351], [2.6245, 1.1725, -3.9451], [5.2387, 1.5140, 0.4099], [5.1687, -0.1463, 0.3910], [7.0202, 0.5666, -1.0070], [7.5167, 0.4688, -3.1880], [6.2887, 0.7603, -4.3999], [1.4937, -3.4200, -3.1880], [1.8017, -2.1230, -3.4106], [1.3379, -1.5601, -4.5467], [2.5007, -1.4909, -2.6043], [0.8206, -3.9132, -3.7449], [1.7541, -3.8017, -2.2965], [0.8242, -2.0771, -5.2363], [1.6052, -0.6086, -4.7433], [5.9291, -2.3122, 3.7823], [4.7889, -3.0362, 3.4624], [3.6909, -2.4025, 2.9028], [3.7049, -1.0287, 2.6568], [4.8539, -0.3108, 2.9893], [5.9567, -0.9476, 3.5448], [2.3066, -0.2455, 1.7596], [0.8590, -0.9242, 2.6567], [0.3801, -2.1537, 2.1995], [-0.6629, -2.7999, 2.8461], [-1.2707, -2.2072, 3.9424], [-0.8443, -0.9583, 4.3699], [0.2126, -0.3212, 3.7338], [2.4470, 1.4855, 2.3369], [2.6798, 1.8433, 3.6685], [2.7654, 3.1747, 4.0392], [2.6247, 4.1745, 3.0833], [2.4088, 3.8358, 1.7576], [2.3244, 2.4987, 1.3903], [6.7821, -2.8072, 4.2267], [4.7511, -4.1006, 3.6540], [2.8107, -2.9861, 2.6657], [4.8843, 0.7639, 2.8481], [6.8311, -0.3664, 3.8096], [0.8294, -2.6108, 1.3241], [-1.0058, -3.7615, 2.4855], [-2.0859, -2.7062, 4.4502], [-1.3294, -0.4747, 5.2077], [0.5264, 0.6492, 4.0899], [2.8107, 1.0697, 4.4161], [2.9434, 3.4346, 5.0744], [2.6879, 5.2144, 3.3753], [2.3054, 4.6093, 1.0077], [2.1636, 2.2392, 0.3498]], "mulliken_charge": [0.86, -0.34, -0.68, 0.28, -1.15, -0.44, 0.34, -0.69, 0.53, -0.30, -0.73, -0.42, -0.85, 0.15, 0.73, -0.02, -1.47, 0.92, 0.11, -0.76, -0.47, -0.65, -0.54, 0.37, 0.50, 0.55, 0.22, -0.16, 0.33, 0.38, 0.40, 0.40, 0.43, 0.28, 0.42, 0.38, 0.34, 0.44, 0.39, 0.39, 0.35, -0.12, -0.39, 0.60, -0.33, -0.63, 1.42, -0.76, -0.77, 0.25, 0.18, 0.16, 0.17, 0.23, -0.46, 0.62, -0.20, -0.60, 0.17, 0.22, 0.16, 0.17, -0.61, -0.60, -0.91, 0.76, -0.17, -0.77, 0.55, 0.71, -0.41, -0.89, -0.62, -0.65, -0.60, 0.25, 0.03, -0.80, -0.60, -0.90, -0.24, 0.40, 0.43, 0.31, 0.39, 0.43, 0.57, 0.41, 0.46, 0.43, 0.40, 0.54, 0.43, 0.41, 0.47, 0.45], "spin_multiplicity": 1, "charge": 1, "lumo_energy_ha": -0.0952}

Energy relative to the best compared isomer or geometry (same formula, charge and spin) (kcal/mol)
10.1 50.2 13.7 6.6 29.4 0.0
E_tot (Ha)
-232.42947 -435.29456 -1662.02344 -1010.92547 -1004.24913 -3336.82861